# 1
Computed, not measured: C43H49ClMoN5OSi as an isolated structure in a non-equilibrium geometry, with ωB97M-V with the def2-TZVPD basis set.

Its spin multiplicity is 3. As for the charge: +1.

CARTESIAN COORDINATES (ANGSTROEM)
Mo1 0.522 -0.147 0.615
C1 3.630 1.990 2.317
C2 4.424 0.918 1.573
C3 3.562 -0.136 0.850
N1 2.332 -0.482 1.550
C4 2.411 -1.175 2.692
C5 3.604 -1.718 3.191
C6 3.842 -2.464 4.339
C7 3.014 -2.748 5.405
C8 1.683 -2.361 5.540
C9 0.850 -1.801 4.600
C10 1.098 -1.446 3.250
N2 0.115 -1.213 2.376
C11 -1.160 -1.917 2.577
C12 -2.387 -1.021 2.528
C13 -2.386 -0.304 1.183
N3 -1.279 0.632 1.150
C14 -1.438 1.886 1.565
C15 -2.652 2.354 2.106
C16 -3.088 3.644 2.345
C17 -2.425 4.847 2.182
C18 -1.091 5.005 1.838
C19 -0.129 4.061 1.529
C20 -0.227 2.662 1.369
N4 0.791 1.901 0.951
C21 1.969 2.579 0.411
C22 3.004 3.065 1.435
H1 4.314 2.489 3.006
H2 2.854 1.523 2.926
H3 5.062 0.414 2.300
H4 5.083 1.388 0.839
H5 4.162 -1.035 0.666
H6 3.284 0.231 -0.138
H7 4.470 -1.594 2.557
H8 4.856 -2.840 4.426
H9 3.452 -3.294 6.231
H10 1.230 -2.557 6.505
H11 -0.157 -1.592 4.939
H12 -1.146 -2.494 3.498
H13 -1.268 -2.640 1.756
H14 -2.350 -0.286 3.335
H15 -3.285 -1.631 2.643
H16 -3.334 0.191 0.967
H17 -2.220 -1.037 0.387
H18 -3.392 1.597 2.319
H19 -4.112 3.717 2.695
H20 -2.987 5.751 2.379
H21 -0.736 6.029 1.827
H22 0.846 4.484 1.352
H23 1.649 3.435 -0.190
H24 2.449 1.900 -0.291
H25 2.546 3.797 2.101
H26 3.794 3.582 0.881
C23 0.185 1.966 -4.063
C24 -0.217 0.484 -4.099
C25 -1.225 0.263 -5.234
C26 1.039 -0.350 -4.372
Si1 -1.055 0.070 -2.434
O1 0.007 0.286 -1.212
C27 -2.490 1.287 -2.268
C28 -3.725 1.082 -2.893
C29 -4.740 2.023 -2.804
C30 -4.536 3.200 -2.097
C31 -3.307 3.440 -1.501
C32 -2.299 2.490 -1.587
C33 -1.746 -1.706 -2.351
C34 -0.996 -2.802 -2.787
C35 -1.484 -4.099 -2.725
C36 -2.760 -4.337 -2.234
C37 -3.529 -3.269 -1.798
C38 -3.027 -1.976 -1.857
H27 0.677 2.241 -5.001
H28 0.878 2.166 -3.240
H29 -0.686 2.611 -3.936
H30 -0.771 0.523 -6.194
H31 -2.107 0.892 -5.102
H32 -1.548 -0.781 -5.285
H33 1.468 -0.069 -5.339
H34 0.822 -1.419 -4.412
H35 1.806 -0.174 -3.612
H36 -3.895 0.174 -3.461
H37 -5.686 1.842 -3.298
H38 -5.325 3.937 -2.023
H39 -3.132 4.369 -0.972
H40 -1.332 2.698 -1.142
H41 -0.011 -2.643 -3.207
H42 -0.869 -4.922 -3.071
H43 -3.156 -5.344 -2.215
H44 -4.529 -3.442 -1.420
H45 -3.647 -1.160 -1.506
Cl1 3.811 -2.446 -3.043
C39 2.800 -2.843 -1.707
C40 2.833 -4.104 -1.136
C41 1.963 -4.339 -0.080
C42 1.138 -3.332 0.372
N5 1.100 -2.113 -0.183
C43 1.915 -1.895 -1.229
H46 3.505 -4.865 -1.505
H47 1.926 -5.311 0.392
H48 0.486 -3.505 1.215
H49 1.824 -0.939 -1.726

Cartesian forces (eV/Å) of the 3 atoms listed first:
Mo -0.37 0.94 -0.25
C 0.08 0.03 -0.13
C -0.18 0.01 0.07

Atom charges from the Löwdin analysis, given in e for atoms 1 to 5:
1. Mo 1.77
2. C -0.19
3. C -0.16
4. C -0.23
5. N -0.15



# 2
Computed, not measured: a 2-piece molecular cluster, C4H14N3 overall in a non-equilibrium geometry, with ωB97M-V with the def2-TZVPD basis set.

As for the charge: +1.

CARTESIAN COORDINATES (ANGSTROEM)
C1 -0.342 -1.211 2.222
C2 1.219 -0.804 0.293
N1 0.860 -0.676 1.568
N2 0.346 -1.331 -0.587
N3 2.270 -0.138 -0.166
H1 1.602 -0.359 2.165
H2 -0.260 -2.068 -0.264
H3 0.653 -1.545 -1.528
H4 2.875 0.495 0.326
H5 2.555 -0.338 -1.113
H6 -1.042 -0.390 2.337
H7 -0.015 -1.726 3.117
H8 -0.838 -1.977 1.642
C3 -1.809 1.298 -0.802
C4 -0.635 1.652 -1.665
H9 -2.736 1.599 -1.291
H10 -1.954 0.244 -0.561
H11 -1.895 1.826 0.153
H12 0.384 1.728 -1.271
H13 -0.656 2.689 -2.025
H14 -0.581 1.030 -2.548

Cartesian forces (eV/Å) of the 3 atoms listed first:
C 0.36 0.05 -0.51
C -1.54 1.41 0.36
N 0.55 -0.77 -0.36

Atom charges from the Löwdin analysis, given in e for atoms 1 to 5:
1. C -0.01
2. C -0.43
3. N 0.06
4. N 0.21
5. N 0.21



# 3
Computed, not measured: a 3-piece molecular cluster, C3H11NO3 overall in a non-equilibrium geometry, with ωB97M-V with the def2-TZVPD basis set.

CARTESIAN COORDINATES (ANGSTROEM)
C1 0.941 -1.048 -0.382
C2 1.971 0.108 -0.588
N1 1.855 0.951 0.591
C3 1.730 0.254 1.884
O1 2.514 0.463 -1.659
H1 0.598 -1.394 -1.413
H2 0.180 -0.592 0.305
H3 1.507 -1.934 0.062
H4 2.312 1.917 0.476
H5 0.634 0.436 2.194
H6 1.895 -0.831 1.852
H7 2.454 0.640 2.593
H8 -2.396 -1.367 -1.648
H9 -3.879 -1.953 -1.334
O2 -3.279 -1.193 -1.201
H10 -2.673 2.200 -1.155
H11 -3.148 1.199 -0.229
O3 -3.216 2.145 -0.348

Cartesian forces (eV/Å) of the 3 atoms listed first:
C 1.48 -0.69 -1.07
C -0.90 2.46 -0.72
N 2.19 -0.17 -2.65

Atom charges from the Löwdin analysis, given in e for atoms 1 to 5:
1. C -0.04
2. C -0.46
3. N -0.05
4. C -0.13
5. O 0.01



# 4
Computed, not measured: C5H6O3 as an isolated structure in a non-equilibrium geometry, with ωB97M-V with the def2-TZVPD basis set.

CARTESIAN COORDINATES (ANGSTROEM)
C1 -0.116 1.901 1.292
C2 0.798 0.035 -0.082
C3 0.018 -1.866 0.525
C4 -0.093 -1.753 -0.770
C5 0.292 -0.427 -1.199
H1 -0.932 0.767 2.046
H2 0.512 2.729 2.264
H3 -0.945 2.322 0.344
H4 -0.072 -2.532 1.288
H5 -0.651 -2.463 -1.425
H6 -0.303 0.806 -2.981
O1 0.962 1.388 0.243
O2 0.525 -0.684 1.002
O3 0.005 -0.223 -2.548

Cartesian forces (eV/Å) of the 3 atoms listed first:
C -1.22 -0.62 -0.80
C -0.64 6.17 2.25
C 0.99 2.10 0.79

Atom charges from the Löwdin analysis, given in e for atoms 1 to 5:
1. C -0.07
2. C -0.37
3. C -0.09
4. C -0.01
5. C -0.25



# 5
Computed, not measured: a 10-piece molecular cluster, H20O10 overall in a non-equilibrium geometry, with ωB97M-V with the def2-TZVPD basis set.

CARTESIAN COORDINATES (ANGSTROEM)
O1 -1.933 -2.032 -1.934
H1 -2.631 -2.170 -2.574
H2 -1.132 -1.993 -2.457
O2 2.741 -1.867 0.539
H3 3.457 -1.759 -0.087
H4 1.987 -1.458 0.115
O3 -3.001 -1.056 0.233
H5 -2.623 -1.556 -0.491
H6 -3.247 -0.217 -0.157
O4 1.493 2.311 -0.406
H7 1.578 2.374 -1.357
H8 1.209 3.183 -0.132
O5 -1.302 1.885 1.480
H9 -1.518 2.209 2.354
H10 -2.139 1.866 1.017
O6 -0.025 4.080 0.588
H11 -0.693 4.761 0.656
H12 -0.497 3.263 0.751
O7 0.721 -2.710 -2.999
H13 0.618 -3.477 -3.563
H14 1.463 -2.235 -3.374
O8 0.649 -3.036 1.678
H15 0.578 -3.650 0.948
H16 -0.177 -2.553 1.667
O9 1.657 2.066 2.766
H17 1.030 2.125 2.045
H18 1.213 2.482 3.504
O10 0.379 -0.460 0.010
H19 0.158 0.470 -0.045
H20 -0.013 -0.846 -0.774

Cartesian forces (eV/Å) of the 3 atoms listed first:
O -0.15 -0.13 -0.37
H -0.28 -0.07 -0.13
H 0.72 -0.21 -0.17

Atom charges from the Löwdin analysis, given in e for atoms 1 to 5:
1. O -0.03
2. H 0.07
3. H 0.01
4. O -0.07
5. H 0.02



# 6
Computed, not measured: an isolated ion of composition C3H8N5O and charge +1 in a non-equilibrium geometry, with ωB97M-V with the def2-TZVPD basis set.

As for the charge: +1.

CARTESIAN COORDINATES (ANGSTROEM)
C1 -0.665 -0.932 -0.401
C2 1.046 1.110 -0.679
C3 -0.449 0.205 0.519
N1 0.474 -0.141 1.540
N2 1.633 0.139 1.438
N3 2.006 0.740 0.274
N4 0.049 -2.023 -0.350
N5 -1.522 0.960 0.806
O1 -1.611 -0.968 -1.378
H1 1.011 0.665 -1.623
H2 0.765 2.086 -0.688
H3 2.816 1.208 0.621
H4 0.971 -2.004 0.081
H5 -0.271 -2.820 -0.857
H6 -2.316 1.072 0.209
H7 -2.278 -0.288 -1.308
H8 -1.660 0.991 1.796

Cartesian forces (eV/Å) of the 3 atoms listed first:
C -1.14 -0.49 -1.59
C -1.57 -2.39 2.75
C 3.35 -0.37 -3.60

Atom charges from the Löwdin analysis, given in e for atoms 1 to 5:
1. C -0.25
2. C 0.04
3. C -0.35
4. N 0.03
5. N 0.03



# 7
Computed, not measured: a 2-piece molecular cluster, C2H4I2O overall in a non-equilibrium geometry, with ωB97M-V with the def2-TZVPD basis set.

CARTESIAN COORDINATES (ANGSTROEM)
C1 -0.062 0.332 1.610
C2 0.646 -0.383 0.484
O1 1.720 -0.268 0.002
I1 -0.154 -2.397 -0.143
I2 -3.634 -0.399 0.184
H1 -1.060 0.664 1.372
H2 -0.011 -0.426 2.460
H3 0.571 1.202 1.802
H4 -2.454 -1.159 0.878

Cartesian forces (eV/Å) of the 3 atoms listed first:
C 1.35 -0.74 0.30
C 0.93 -1.64 -0.51
O -0.77 1.31 0.65

Atom charges from the Löwdin analysis, given in e for atoms 1 to 5:
1. C -0.09
2. C -0.76
3. O 0.00
4. I 0.67
5. I 0.45



It is found that the energy above the lowest of the compared OMol25 structures with the same formula, charge and spin values, taken in the order of the records, are 0.0; 11.8; 43.9; 178.6; 77.8; 32.9; 3.7 kcal per mole.